Record 1
{
  "formula": "C3H3NOS2",
  "method": "ωB97M-V with the def2-TZVPD basis set",
  "species": ["O", "C", "C", "N", "C", "S", "S", "H", "H", "H"],
  "xyz": [[-2.3257, -1.0591, -0.1863], [-1.1622, -0.7921, -0.0214], [-0.6905, 0.6554, 0.0132], [0.7354, 0.6812, -0.0927], [1.3553, -0.5239, -0.1400], [2.9517, -0.7532, -0.0800], [0.2850, -1.9045, 0.0241], [-1.2906, 1.2406, -0.6789], [-1.0973, 0.9953, 0.9944], [1.2389, 1.4604, 0.1676]],
  "atomic_forces_ev_per_a": [[1.16, -0.36, 0.55], [-0.78, 0.03, -1.20], [-0.99, -0.14, 1.47], [-1.87, -2.24, -0.88], [0.23, 0.27, 0.98], [0.92, -0.01, -0.26], [-1.14, 0.76, -0.28], [0.41, -0.07, -0.61], [0.66, 0.00, -0.19], [1.40, 1.75, 0.42]],
  "e_tot_ev": -28367.497,
  "orbital_gap_ha": 0.3352,
  "smiles": "O=C1CNC(=S)S1",
  "total_charge": 0,
  "homo_ev": -8.9
}

Record 2
{
  "formula": "C3H3NOS2",
  "method": "ωB97M-V with the def2-TZVPD basis set",
  "species": ["S", "C", "C", "C", "S", "O", "N", "H", "H", "H"],
  "xyz": [[-2.3814, 1.0820, 1.1656], [-0.9661, 0.2012, 0.5884], [0.0354, 0.6212, -0.3324], [0.8534, -0.4489, -0.3819], [2.3182, -0.7514, -1.2963], [0.4120, -1.4234, 0.4162], [-0.7504, -1.0122, 1.0444], [-2.1123, 2.1653, 0.4274], [0.0970, 1.5746, -0.8522], [2.4943, -2.0082, -0.7791]],
  "atomic_forces_ev_per_a": [[0.28, -0.11, -0.15], [-0.16, -0.44, 0.40], [-0.34, 0.62, -0.08], [0.43, -0.30, -0.22], [-0.07, -0.61, 0.38], [0.32, -0.20, -0.10], [-0.37, 0.78, -0.17], [-0.06, 0.03, 0.03], [0.07, -0.45, 0.17], [-0.11, 0.70, -0.28]],
  "e_tot_ev": -28365.891,
  "orbital_gap_ha": 0.3573,
  "smiles": "Sc1cc(S)on1",
  "total_charge": 0,
  "homo_ev": -9.1
}